{"formula": "C18H36Br10Cl8", "method": "ωB97M-V with the def2-TZVPD basis set", "charge": 0, "e_homo_ev": -10.3, "orbital_gap_ha": 0.382, "elements": ["Br", "C", "C", "Br", "H", "H", "H", "H", "Br", "C", "C", "Br", "H", "H", "H", "H", "Br", "C", "C", "Br", "H", "H", "H", "H", "Br", "C", "C", "Br", "H", "H", "H", "H", "Br", "C", "C", "Br", "H", "H", "H", "H", "Cl", "C", "C", "Cl", "H", "H", "H", "H", "Cl", "C", "C", "Cl", "H", "H", "H", "H", "Cl", "C", "C", "Cl", "H", "H", "H", "H", "Cl", "C", "C", "Cl", "H", "H", "H", "H"], "xyz": [[-0.0441, -1.7028, -3.7740], [0.8474, -2.9958, -2.6392], [-0.0259, -4.1587, -2.3428], [-0.7267, -5.1767, -3.7271], [1.0084, -2.4912, -1.7216], [1.8432, -3.1315, -3.1358], [-0.8965, -3.8359, -1.6940], [0.4705, -4.8756, -1.7887], [3.2911, -0.1945, -2.5109], [5.0866, -0.3740, -1.6547], [4.8825, -0.3462, -0.1157], [6.7102, -0.5004, 0.6398], [5.6084, 0.4619, -2.0696], [5.4491, -1.3197, -2.0370], [4.3620, -1.2567, 0.1790], [4.3243, 0.5454, 0.1211], [-5.0794, -2.9789, -1.9693], [-3.9748, -3.9571, -0.6417], [-3.3680, -5.2170, -1.2175], [-2.3296, -6.1436, 0.1991], [-4.6744, -4.2747, 0.1002], [-3.1306, -3.2864, -0.3160], [-2.7200, -5.0032, -2.0688], [-4.0751, -5.9868, -1.5040], [2.8571, -4.9439, 0.0763], [1.3517, -5.2307, 1.2332], [1.7363, -5.8257, 2.5758], [0.1421, -5.4812, 3.6975], [0.6560, -5.8403, 0.6450], [0.9396, -4.2222, 1.4762], [2.5764, -5.3593, 3.0384], [1.8707, -6.9069, 2.5587], [-0.3609, 5.6225, 0.0888], [1.1745, 4.6399, 0.8398], [2.4523, 4.9541, 0.0304], [3.8753, 4.0081, 0.8657], [0.8658, 3.5707, 0.8203], [1.1842, 4.9786, 1.9242], [2.6541, 6.0090, 0.1884], [2.3515, 4.6204, -1.0316], [0.2283, 3.3390, -2.7611], [0.5926, 2.0412, -3.9127], [-0.3556, 2.1149, -5.0430], [-0.0589, 0.7716, -6.2138], [0.4594, 1.0709, -3.4696], [1.6308, 2.2310, -4.2309], [-0.2212, 2.9931, -5.6710], [-1.3934, 2.0938, -4.7954], [-1.9243, 0.0802, 4.9782], [-1.3697, 0.9424, 3.4983], [-0.0821, 1.7275, 3.6831], [1.3410, 0.7684, 3.2054], [-2.1776, 1.6145, 3.1332], [-1.2409, 0.1811, 2.8049], [0.0466, 1.9484, 4.7368], [-0.0916, 2.6016, 3.0577], [-1.1949, 5.2147, 4.2608], [-2.8372, 5.8148, 3.7992], [-3.5823, 4.8530, 2.9586], [-5.0784, 5.5141, 2.2223], [-2.8439, 6.8263, 3.3596], [-3.3178, 5.8787, 4.8046], [-3.8716, 4.0380, 3.5365], [-2.9446, 4.5382, 2.1118], [-2.5945, 1.8969, 0.3291], [-1.0141, 1.2209, -0.1357], [-1.0652, -0.0691, -0.9051], [-1.3399, -1.3624, 0.3136], [-0.3973, 1.0608, 0.7603], [-0.5238, 2.0089, -0.7212], [-0.0909, -0.2324, -1.3662], [-1.8523, -0.1140, -1.6662]], "forces_ev_per_angstrom": [[-0.1, 0.1, -0.3], [0.9, 0.3, -1.3], [-1.7, 1.4, 1.3], [-0.5, -0.7, -1.8], [0.3, 0.5, 0.9], [-1.1, -0.5, 0.5], [1.0, -0.1, -0.8], [1.4, -1.2, 1.4], [0.2, -0.1, 0.2], [-1.3, -0.3, 0.6], [0.8, -0.9, -1.9], [-0.8, 0.4, 0.0], [0.5, 0.4, 0.1], [0.2, 0.0, 0.2], [0.0, 0.3, 0.2], [0.3, 0.3, 0.7], [0.6, -0.4, 0.3], [1.0, 0.1, -0.5], [0.2, -0.2, -0.4], [-0.1, 0.5, -0.4], [-0.2, 0.5, 0.8], [-1.4, -0.5, -0.1], [0.0, -0.2, 0.3], [-0.3, 0.2, -0.1], [0.6, 0.0, -0.3], [-0.5, 0.9, 0.6], [-1.2, -0.6, -0.4], [0.4, -0.3, 0.0], [0.0, 0.3, 0.5], [0.2, -0.8, -0.7], [0.4, 0.5, 0.3], [0.0, 0.2, 0.0], [0.2, -0.1, 0.0], [-0.5, -0.2, 0.8], [-1.7, -0.2, 0.2], [0.7, -0.5, 0.2], [0.5, 0.7, -0.1], [0.4, -0.4, -1.5], [0.1, 0.0, -0.6], [0.2, 0.6, 1.0], [-0.2, 0.3, 0.3], [0.8, 0.2, -0.2], [0.0, 0.5, -2.1], [0.0, 0.0, 0.3], [0.4, -0.3, 0.6], [-0.5, -0.5, 0.1], [0.1, 0.2, 0.3], [-0.6, -0.3, 0.6], [0.1, 0.3, -0.1], [-0.8, 1.5, 0.8], [-0.4, -0.7, 0.5], [0.3, -0.2, -0.1], [0.5, -0.5, 0.5], [0.2, -1.3, -1.4], [0.1, 0.4, -0.1], [0.0, 0.5, 0.0], [-0.3, 0.2, -0.6], [-0.6, 1.3, 2.0], [0.8, 0.2, -2.2], [0.3, 0.2, 0.3], [0.6, -0.5, 0.1], [0.1, 0.2, -0.9], [-0.5, -1.6, 0.8], [-0.4, 0.0, 0.4], [-0.1, -0.2, 0.0], [0.8, 0.8, -0.1], [-0.2, 0.2, 0.3], [0.0, -0.4, -0.4], [-0.3, 0.1, -0.1], [-0.2, -0.3, 0.0], [-0.1, -0.1, 0.1], [0.2, 0.0, 0.3]], "lowdin_charge": [0.673, -0.680, -0.800, 0.744, 0.013, 0.072, 0.056, -0.018, 0.628, -0.633, -0.647, 0.598, 0.036, 0.046, 0.044, 0.032, 0.583, -0.678, -0.670, 0.622, 0.036, 0.009, -0.035, 0.051, 0.652, -0.769, -0.635, 0.609, 0.009, 0.043, 0.043, 0.062, 0.580, -0.704, -0.729, 0.662, 0.034, 0.059, 0.049, 0.046, 0.614, -0.684, -0.648, 0.526, -0.018, 0.077, 0.068, 0.064, 0.545, -0.666, -0.652, 0.553, 0.050, -0.025, 0.057, 0.024, 0.550, -0.642, -0.685, 0.555, 0.082, 0.079, 0.043, 0.039, 0.591, -0.688, -0.630, 0.605, 0.034, -0.003, 0.018, 0.073]}